Computed, not measured: a structure of composition C23H41NO3P2Ti in a non-equilibrium geometry, with the ωB97M-V functional and the def2-TZVPD basis.

CARTESIAN COORDINATES (ANGSTROEM)
Ti1 0.3729 -0.0918 1.6604
P1 1.7959 -0.4611 -3.7251
P2 -0.5512 1.4995 -3.6144
O1 2.3039 0.3540 2.0406
O2 2.8184 2.3090 2.9961
O3 0.7098 1.6173 2.8870
N1 1.9866 1.5027 2.6669
C1 -0.5322 2.0592 0.5712
C2 -1.6172 1.2524 0.8102
C3 -3.0371 -0.3099 3.8917
C4 0.2343 -1.9032 2.9225
C5 3.4369 -0.2379 -4.5397
C6 -0.7366 3.2854 -3.9318
C7 -2.0442 -2.4885 1.8150
C8 -1.7084 0.7648 -4.8081
C9 1.1162 -1.4927 -5.1072
C10 1.1083 1.1782 -4.3384
C11 1.1776 -0.3767 -0.4758
C12 -1.3273 -0.4824 -1.1031
C13 0.2948 2.0693 -0.6736
C14 -1.6315 -0.7324 3.6837
C15 1.4743 1.0712 -0.7848
C16 0.6009 -1.1300 4.0877
C17 -0.0474 -1.0276 -0.5603
C18 1.8756 -1.2649 4.8179
C19 -2.2664 0.3131 -0.1626
C20 1.0532 -2.9747 2.3049
C21 -0.6243 0.3264 5.8079
C22 -1.1728 -1.6373 2.6668
C23 -0.5561 -0.4599 4.5550
H1 -1.5924 1.2439 -5.7875
H2 1.0275 1.1808 -5.4414
H3 1.2228 -0.9815 -6.0723
H4 0.9879 -3.8924 2.9102
H5 2.0805 -1.0104 -0.4157
H6 -3.5543 -0.9768 4.5991
H7 -0.3734 1.9303 -1.5530
H8 2.1652 -0.3168 5.2914
H9 -2.2105 1.4373 1.7134
H10 1.7005 -2.4187 -5.1342
H11 3.3222 0.0236 -5.5957
H12 -1.5592 -0.3145 -4.9105
H13 -2.8929 -0.4015 0.3945
H14 4.0031 0.5471 -4.0350
H15 1.7951 1.9918 -4.0443
H16 0.7174 -3.2244 1.2904
H17 -3.6057 -0.3173 2.9543
H18 -0.5965 -0.3255 6.6921
H19 -1.5473 0.9116 5.8550
H20 3.9835 -1.1805 -4.4680
H21 -0.3567 2.9126 1.2353
H22 1.8051 -2.0181 5.6186
H23 -3.0828 0.7067 4.3033
H24 0.0643 -1.7390 -4.9387
H25 -0.8035 3.4664 -5.0124
H26 -2.7223 0.9505 -4.4334
H27 -1.9087 -1.3372 -1.4965
H28 1.8806 1.1465 -1.8137
H29 2.6870 -1.5752 4.1509
H30 -3.0005 -1.9972 1.6003
H31 0.1129 3.8430 -3.5186
H32 -0.0226 -2.1191 -0.4419
H33 -1.6601 3.6286 -3.4484
H34 0.2223 1.0206 5.8871
H35 -2.2715 -3.4377 2.3289
H36 2.1130 -2.6885 2.2486
H37 -1.1292 0.1643 -1.9899
H38 -2.9853 0.8758 -0.7892
H39 0.7298 3.0793 -0.7930
H40 2.3169 1.4258 -0.1618
H41 -1.5690 -2.7459 0.8614

Its total charge is +1. Its multiplicity is 2. The lowest unoccupied orbital energy (spin up / spin down) is -3.69 / -3.71 eV. The orbital gap (spin up / spin down) is 7.030 / 7.027 eV.